## 1
CH4N2O2S | ωB97M-V with the def2-TZVPD basis set

```
! RIJCOSX wB97M-V def2-TZVPD def2/J DEFGRID3
* xyz 0 1
C -1.28775 -0.94920 0.15048
N 0.50316 0.22848 0.93867
N -0.03999 -0.88452 0.89403
O 2.34702 1.78756 -0.48007
O 0.70537 0.71382 -1.89297
S 0.98352 1.69683 -0.86305
H -1.06517 -0.76283 -0.88692
H -1.55915 -1.91812 0.04803
H -1.95659 -0.18681 0.48218
H 1.36957 0.27478 1.60963
*
```

Calculated values
LUMO: -0.3808 eV
Highest occupied orbital energy: -0.356 Eh

## 2
CH4N2O2S | ωB97M-V with the def2-TZVPD basis set

```
! RIJCOSX wB97M-V def2-TZVPD def2/J DEFGRID3
* xyz 0 1
C 0.50629 0.55158 -0.55136
N -0.38990 -1.93348 1.17806
N -1.31237 -1.55598 0.58024
O -1.70711 0.99588 0.94446
O -1.94624 0.42342 -1.39339
S -1.25957 0.22141 -0.17220
H 0.56857 1.53683 -0.94826
H 1.12230 -0.19336 -1.00334
H 0.94025 0.66510 0.50882
H -2.23641 -1.94505 0.60367
*
```

Calculated values
LUMO: 0.4316 eV
Highest occupied orbital energy: -0.326 Eh

Which of them is the most stable? Correct choice: 1.

## 1
C6H37NO12 | ωB97M-V with the def2-TZVPD basis set

```
! RIJCOSX wB97M-V def2-TZVPD def2/J DEFGRID3
* xyz 0 1
C -2.23399 -1.39449 2.30981
C -2.01818 -1.75521 0.83982
C -1.22058 -0.65339 0.10848
N 0.17585 -0.44660 0.39584
C 0.88612 0.42572 -0.56049
C 0.80157 1.93199 -0.21877
C 2.31641 -0.13300 -0.66277
O 2.40306 -0.97847 -1.83502
H -2.95170 -0.59696 2.45197
H -1.28884 -1.00356 2.68512
H -2.39195 -2.25218 2.95086
H -1.53263 -2.69810 0.64620
H -2.98929 -1.64525 0.36112
H -1.36364 -0.76807 -0.96006
H -1.81335 0.24279 0.32979
H 0.37542 -0.15170 1.32972
H 0.54788 0.25872 -1.57924
H 0.18189 2.15078 0.64329
H 1.78496 2.19569 0.16956
H 0.46123 2.48856 -1.09734
H 2.73218 -0.72575 0.16685
H 3.07862 0.64863 -0.77529
H 2.15875 -1.85847 -1.58803
O 0.68888 -2.39736 -3.39663
H 0.78661 -3.18009 -2.91489
H 1.38706 -1.84688 -2.98510
O 3.21032 3.35005 1.92618
H 2.41711 3.80933 2.09652
H 3.78409 3.35897 2.79159
O -0.26148 -3.67585 2.25319
H -0.42483 -3.12012 3.09517
H -1.16704 -3.92788 1.98573
O 0.68782 -3.33446 -0.69703
H 0.99354 -3.81557 0.10597
H 0.25959 -2.54036 -0.32935
O -1.83204 2.98866 -1.76404
H -1.95697 2.75405 -2.68557
H -1.04058 2.48219 -1.41636
O 2.46177 -0.08147 2.33996
H 2.06659 0.12005 3.27506
H 3.17696 0.50582 2.18639
O -2.54137 3.48945 0.85422
H -2.60547 3.16149 -0.04814
H -3.19763 2.93649 1.37059
O -1.59969 -1.23679 -4.25434
H -1.38038 -1.81010 -3.50420
H -0.71074 -1.16939 -4.55434
O 2.43130 -2.81660 1.87773
H 2.75512 -1.97067 2.20469
H 1.47942 -2.80037 1.81811
O -2.59323 1.27366 -3.72699
H -2.91413 1.66401 -4.58074
H -2.51230 0.29527 -3.85371
O 0.38105 4.56995 1.54195
H 0.16962 5.54152 1.48615
H -0.49875 4.14132 1.39076
*
```

Calculated values
LUMO: -0.0767 eV
Highest occupied orbital energy: -0.326 Eh

## 2
C6H37NO12 | ωB97M-V with the def2-TZVPD basis set

```
! RIJCOSX wB97M-V def2-TZVPD def2/J DEFGRID3
* xyz 0 1
C -3.31296 0.02051 1.59036
C -2.26557 1.02926 1.33325
C -1.48227 1.20469 2.79220
C -1.19414 0.48637 0.50430
N 0.04301 1.32603 0.18007
C -0.35442 2.56506 -0.53581
C -0.09127 2.78664 -1.97857
O 0.62710 1.76966 -2.55168
H -2.93245 -0.98935 1.95910
H -3.76469 -0.42843 0.80855
H -3.77147 0.42074 2.51277
H -2.72179 2.02012 1.01632
H -0.64360 1.79927 2.42161
H -0.97801 0.30949 3.02919
H -2.02255 1.67507 3.57804
H -0.79533 -0.43065 0.83191
H -1.73354 0.14976 -0.49479
H 0.68150 0.84307 -0.30612
H -1.44174 2.76116 -0.40757
H 0.12690 3.46280 -0.02112
H 0.19360 3.83718 -2.22522
H -1.14400 2.83944 -2.62160
H 1.35160 1.50246 -2.04890
O 1.82294 3.26521 2.57678
H 2.36789 2.58738 3.04595
H 1.40479 2.82655 1.79856
O 0.12667 -2.88832 0.26412
H 0.25683 -3.81528 0.36385
H -0.07811 -2.72418 1.26816
O -2.72584 -1.06873 -2.38402
H -2.51347 -1.98604 -2.53427
H -1.87133 -0.63148 -2.58696
O -0.26328 -2.43787 2.74311
H 0.40266 -1.95174 3.23776
H -1.14750 -2.15174 3.02678
O 2.62797 -1.36079 -3.56547
H 1.74368 -0.73818 -3.61588
H 2.36666 -2.19184 -3.09820
O 0.17793 -0.80983 -3.39719
H 0.10589 0.13183 -3.35113
H -0.05673 -1.03044 -4.39590
O 2.71965 0.70729 1.89712
H 3.47190 1.21727 1.67418
H 1.94798 0.86878 1.28595
O 2.74450 -0.19431 -1.02775
H 3.30239 -0.88173 -0.73645
H 3.12430 -0.15968 -1.94031
O -1.21282 -2.93291 -2.52012
H -0.40967 -2.51072 -2.81109
H -0.96743 -3.08472 -1.52753
O 1.84848 -2.94018 -1.97600
H 1.19187 -2.30258 -1.92660
H 2.08011 -3.03771 -1.01665
O 1.04096 0.11379 3.91222
H 0.75537 0.61036 4.71106
H 1.24084 0.54222 3.23962
*
```

Calculated values
LUMO: 0.1436 eV
Highest occupied orbital energy: -0.342 Eh

Which of them is the most stable? Correct choice: 1.

## 1
C22H31FN5O5Ru | ωB97M-V with the def2-TZVPD basis set

```
! RIJCOSX wB97M-V def2-TZVPD def2/J DEFGRID3
* xyz 2 2
Ru 1.51430 1.70234 2.59266
N -1.02852 5.06085 2.85744
C -0.36782 3.90622 2.92991
O 0.36571 3.52077 2.00587
C -0.49917 3.06949 4.15090
C -0.21566 1.62996 3.78318
H -0.90876 5.64390 2.04395
H -1.61815 5.38568 3.60289
H -1.47884 3.19494 4.62175
H 0.24806 3.43157 4.86404
H -0.93238 1.22160 3.06897
H -0.11519 0.99476 4.65902
C 1.33378 -4.38231 -2.31245
C 0.44212 -4.23132 -1.08830
N 0.43539 -2.84904 -0.58135
C 1.25026 -2.53718 0.43495
C 1.43131 -1.28049 0.94474
C 2.38595 -1.17771 2.11384
O 2.90357 -2.19348 2.51840
O 2.61357 0.01107 2.57274
C 0.74059 -0.19522 0.37390
O 0.83911 1.02284 0.71620
C -0.15389 -0.53060 -0.72287
C -0.90298 0.47566 -1.34267
C -1.76059 0.18882 -2.35680
F -2.45200 1.21565 -2.89734
C -1.93693 -1.12242 -2.85622
C -1.19173 -2.11369 -2.23348
C -0.30143 -1.84338 -1.18515
N -2.83155 -1.43166 -3.88925
C -3.68699 -0.41023 -4.50681
C -4.58011 -1.03835 -5.57064
N -5.10437 -2.35249 -5.07109
C -3.98601 -3.34710 -4.81459
C -2.66006 -2.60492 -4.72601
H 1.32155 -5.41524 -2.65804
H 2.36156 -4.11979 -2.06243
H 1.00883 -3.73642 -3.12907
H 0.80577 -4.86381 -0.28223
H -0.58210 -4.53790 -1.29540
H 1.81342 -3.34432 0.88845
H -0.78506 1.50090 -1.01758
H -1.30940 -3.13806 -2.54538
H -3.11774 0.38862 -4.98597
H -4.30930 0.04880 -3.73912
H -4.05521 -1.22291 -6.50430
H -5.41779 -0.37755 -5.78198
H -5.77932 -2.73876 -5.73217
H -5.60841 -2.18017 -4.19973
H -3.97300 -4.08516 -5.61414
H -4.20562 -3.84930 -3.87568
H -2.30346 -2.32231 -5.72176
H -1.92190 -3.28797 -4.32258
C 6.26001 3.40532 4.75497
N 4.79338 3.38619 4.69366
C 3.98761 3.80316 5.84103
C 4.18615 2.99668 3.60076
O 2.94033 3.01219 3.46945
H 6.56839 3.81473 5.71088
H 6.67197 4.03139 3.96605
H 6.66764 2.40030 4.66207
H 4.64176 4.16614 6.62630
H 3.40518 2.96276 6.21735
H 3.30088 4.59503 5.54748
H 4.84329 2.67298 2.78879
*
```

Calculated values
LUMO (alpha / beta): -4.9334 / -4.9240 eV
Highest occupied orbital energy (alpha / beta): -0.477 / -0.465 Eh

## 2
C22H31FN5O5Ru | ωB97M-V with the def2-TZVPD basis set

```
! RIJCOSX wB97M-V def2-TZVPD def2/J DEFGRID3
* xyz 2 2
Ru -0.11152 -0.02760 -0.33092
N -2.38137 -2.47345 -2.73309
C -1.78738 -1.80595 -1.75186
O -0.94151 -0.92061 -2.00992
C -2.12964 -2.06554 -0.31905
C -0.92759 -1.65727 0.53964
H -2.17188 -2.24049 -3.69090
H -3.08060 -3.16934 -2.54250
H -2.44508 -3.09929 -0.16139
H -2.98511 -1.42235 -0.09441
H -0.18412 -2.45493 0.58708
H -1.24557 -1.39897 1.55053
C 7.09626 -0.29326 2.40560
C 5.98618 -1.22659 2.85944
N 4.84219 -1.23214 1.93152
C 3.78574 -0.46113 2.21208
C 2.67213 -0.31942 1.42514
C 1.65943 0.67765 1.93815
O 1.84980 1.21301 3.00622
O 0.64472 0.96746 1.16727
C 2.59470 -1.06344 0.21905
O 1.61861 -1.07781 -0.58056
C 3.75746 -1.87902 -0.10958
C 3.77995 -2.60457 -1.30532
C 4.87048 -3.34951 -1.63840
F 4.87436 -3.99037 -2.82302
C 5.99690 -3.45074 -0.80029
C 5.96425 -2.74544 0.39100
C 4.86718 -1.94689 0.74186
N 7.12100 -4.22809 -1.12551
C 7.06327 -5.28874 -2.12526
C 8.33995 -6.12773 -2.01764
N 8.83382 -6.08620 -0.59930
C 9.31048 -4.69785 -0.21944
C 8.45874 -3.68222 -0.97909
H 7.92164 -0.32742 3.11586
H 6.73563 0.73387 2.35737
H 7.47724 -0.56052 1.41936
H 5.59775 -0.91356 3.82596
H 6.33147 -2.25216 2.98564
H 3.82058 0.10090 3.13748
H 2.93919 -2.54824 -1.98292
H 6.80444 -2.82465 1.06491
H 6.99113 -4.92584 -3.15365
H 6.18889 -5.90983 -1.93290
H 9.15128 -5.74167 -2.63141
H 8.16141 -7.16379 -2.29514
H 9.58408 -6.76464 -0.46486
H 8.07215 -6.35714 0.02403
H 10.36921 -4.62936 -0.46123
H 9.18081 -4.61091 0.85724
H 8.89773 -3.46275 -1.95874
H 8.44270 -2.74318 -0.43212
C -3.03489 4.01532 1.53789
N -2.98686 2.88192 0.60755
C -4.11176 2.58150 -0.27589
C -1.93454 2.09837 0.59410
O -1.86159 1.08740 -0.15043
H -3.87629 4.64716 1.27270
H -2.12473 4.60661 1.46411
H -3.16580 3.67355 2.56329
H -4.83924 3.38343 -0.20597
H -4.58503 1.64337 0.01297
H -3.76546 2.49550 -1.30412
H -1.11436 2.35562 1.26711
*
```

Calculated values
LUMO (alpha / beta): -4.9381 / -4.9558 eV
Highest occupied orbital energy (alpha / beta): -0.472 / -0.460 Eh

Which of them is the most stable? Correct choice: 2.

## 1
C17H25F3IrN6O8 | ωB97M-V with the def2-TZVPD basis set

```
! RIJCOSX wB97M-V def2-TZVPD def2/J DEFGRID3
* xyz 2 6
Ir -1.87296 0.06322 -0.62289
N -2.85129 1.88176 0.96041
C -2.14177 3.09360 0.95886
C -1.83512 3.76351 2.27682
C -1.17080 2.95383 3.40006
C 0.36918 3.09088 3.46076
N 1.07284 1.94186 2.93841
C 1.48821 0.88346 3.63646
N 1.18032 0.73974 4.92170
N 2.26038 -0.01261 3.03460
C -0.57268 2.80377 0.07761
O 0.30608 3.43938 0.54720
O -0.80645 2.03341 -0.82273
H -3.78510 1.93315 0.56189
H -2.83643 1.39849 1.85412
H -2.53598 3.79892 0.22387
H -2.80771 4.11340 2.65027
H -1.24035 4.65506 2.07250
H -1.42825 1.89523 3.33624
H -1.57330 3.32930 4.34077
H 0.68822 3.26730 4.49056
H 0.68379 3.95237 2.87213
H 1.33700 1.97891 1.96320
H 0.60469 1.40053 5.41477
H 1.49815 -0.06238 5.43986
H 2.35541 -0.02306 2.02624
H 2.56372 -0.83429 3.53225
C 0.11027 -3.95772 -2.42364
C 0.10584 -3.13477 -3.70137
C 0.68385 -1.71548 -3.54074
C 0.77632 -0.96230 -4.87502
C 1.49622 0.36975 -4.76455
C 2.12138 -1.87177 -2.98451
O 2.97420 -2.40955 -3.62685
N 2.33873 -1.37641 -1.73314
C 1.43002 -0.74966 -0.88011
O 1.77036 -0.38040 0.22011
N 0.18280 -0.59319 -1.37479
C -0.21762 -0.96066 -2.58624
O -1.38891 -0.70978 -2.89230
H -0.39566 -4.90338 -2.60091
H -0.38590 -3.44797 -1.59807
H 1.13194 -4.19394 -2.12344
H -0.92813 -3.02119 -4.04648
H 0.66136 -3.65861 -4.48201
H -0.25075 -0.78609 -5.21534
H 1.26780 -1.59033 -5.62012
H 1.10108 0.97691 -3.95191
H 1.39819 0.92279 -5.69503
H 2.56322 0.21236 -4.59972
H 3.28472 -1.49514 -1.37340
O -4.00634 -1.94527 -1.59090
C -3.52951 -1.02315 -1.16851
F 0.16129 -1.89236 3.48665
C -0.17843 -2.53804 2.35994
F -0.89494 -3.59658 2.68579
F 0.96353 -2.95180 1.79477
C -0.92513 -1.59461 1.37497
O -1.38596 -2.11915 0.35155
O -0.98568 -0.38126 1.62937
*
```

Calculated values
LUMO (alpha / beta): -6.0653 / -11.0901 eV
Highest occupied orbital energy (alpha / beta): -0.537 / -0.554 Eh

## 2
C17H25F3IrN6O8 | ωB97M-V with the def2-TZVPD basis set

```
! RIJCOSX wB97M-V def2-TZVPD def2/J DEFGRID3
* xyz 2 6
Ir -0.48726 1.68989 -0.74667
N -1.73057 -0.26504 -0.62307
C -3.02553 -0.18705 -0.00332
C -3.15834 -0.54325 1.42958
C -3.07448 -2.07636 1.70314
C -1.91535 -2.51526 2.58966
N -2.12719 -2.08795 3.97840
C -1.19743 -1.69885 4.85054
N -1.54428 -1.50233 6.12392
N 0.06252 -1.48924 4.48353
C -3.64023 2.86038 0.30697
O -4.74969 2.87973 0.02129
O -2.50626 2.84448 0.60547
H -1.81062 -0.50389 -1.61109
H -1.13309 -0.96151 -0.17754
H -3.86617 -0.04163 -0.66394
H -4.11812 -0.16390 1.77890
H -2.38701 -0.02706 2.01941
H -2.99063 -2.62008 0.76016
H -4.01095 -2.42108 2.14622
H -0.98320 -2.09152 2.22249
H -1.81857 -3.60202 2.56618
H -3.04079 -2.28435 4.35912
H -2.47688 -1.69015 6.45007
H -0.86958 -1.21329 6.81142
H 0.38158 -1.60323 3.53193
H 0.74661 -1.21375 5.16748
C 1.68652 -2.24833 -2.95510
C 2.74362 -1.18174 -3.20179
C 3.04664 -0.28070 -1.98033
C 4.10443 0.78098 -2.32766
C 4.48324 1.66767 -1.14966
C 3.58331 -1.17924 -0.85953
O 4.64169 -1.73441 -0.96531
N 2.79482 -1.36329 0.27193
C 1.57605 -0.77471 0.51573
O 0.91937 -1.04904 1.51037
N 1.13209 0.11990 -0.41707
C 1.77505 0.39072 -1.55487
O 1.20894 1.25609 -2.26540
H 1.52709 -2.83059 -3.86081
H 0.72135 -1.80870 -2.68211
H 1.98487 -2.94784 -2.17170
H 2.43323 -0.51669 -4.01065
H 3.68901 -1.63558 -3.49643
H 3.70072 1.38193 -3.14440
H 4.97652 0.25072 -2.70702
H 3.61035 2.17929 -0.73071
H 5.18106 2.44041 -1.46687
H 4.96831 1.09887 -0.35505
H 3.13404 -2.00380 0.97801
O 1.39848 3.77703 0.76213
C 0.69252 3.01780 0.34949
F -1.60866 5.08176 -3.97117
C -2.33614 4.04192 -3.61467
F -2.62637 3.30272 -4.67627
F -3.46924 4.46007 -3.04261
C -1.58610 3.18083 -2.57798
O -2.08819 2.07176 -2.23582
O -0.52713 3.58250 -2.04690
*
```

Calculated values
LUMO (alpha / beta): -5.3738 / -9.3374 eV
Highest occupied orbital energy (alpha / beta): -0.504 / -0.570 Eh

Which of them is the most stable? Correct choice: 2.